{
  "formula": "H12O16S2V",
  "method": "wB97M-V/def2-TZVPD",
  "homo_ha": 0.0103,
  "e_above_lowest_kcal_mol": 0.0,
  "largest_force_ha_per_bohr": 0.082,
  "gap_ha": 0.253,
  "e_lumo_ev": 7.17,
  "total_charge": -3,
  "symbols": ["O", "O", "O", "O", "O", "S", "O", "H", "H", "O", "V", "H", "H", "O", "H", "H", "H", "O", "O", "O", "S", "H", "O", "O", "O", "H", "O", "O", "H", "H", "H"],
  "xyz": [[-18.581, 0.458, 3.158], [-23.792, -0.595, -1.896], [-23.966, 0.707, 0.536], [-22.726, 2.309, -3.051], [-23.080, -3.812, 2.376], [-23.380, -3.359, 0.999], [-26.284, -1.207, 1.558], [-26.439, 2.362, 0.696], [-19.496, 0.760, 3.228], [-26.178, 1.558, 1.151], [-22.632, -0.148, 0.132], [-25.222, 1.454, 0.956], [-24.566, -0.479, -2.449], [-23.467, -1.883, 0.986], [-18.661, -0.498, 3.088], [-20.850, -1.979, -1.639], [-23.035, -0.440, -2.483], [-21.445, 0.236, 1.114], [-18.820, -0.008, -1.282], [-24.654, -3.929, 0.569], [-21.479, 2.132, -2.280], [-19.238, 0.668, -1.853], [-21.091, 3.330, -1.524], [-20.398, 1.705, -3.201], [-21.387, -1.722, -0.887], [-19.484, -0.181, -0.597], [-22.261, -3.759, 0.133], [-21.673, 1.015, -1.322], [-26.358, -0.244, 1.555], [-25.336, -1.317, 1.352], [-21.546, -2.566, -0.371]]
}

{
  "formula": "C5H15N2",
  "method": "wB97M-V/def2-TZVPD",
  "homo_ha": [-0.4677, -0.5287],
  "e_above_lowest_kcal_mol": 158.1,
  "largest_force_ha_per_bohr": 0.080,
  "gap_ha": [0.273, 0.391],
  "e_lumo_ev": [-5.29, -3.75],
  "total_charge": 1,
  "symbols": ["H", "N", "H", "H", "C", "H", "C", "C", "N", "H", "H", "H", "H", "H", "H", "H", "H", "H", "C", "H", "C", "H"],
  "xyz": [[0.977, -1.518, -2.025], [-0.723, 0.077, 0.299], [-0.357, 0.146, 2.390], [-1.911, -1.652, -0.199], [-1.746, -1.073, 0.681], [1.035, -0.539, 1.299], [2.278, 1.036, -1.018], [0.182, 0.263, 1.395], [-0.029, -0.306, -0.865], [2.538, 0.617, -0.104], [-2.701, -0.710, 1.158], [-1.302, -1.642, 1.508], [2.516, 0.460, -1.956], [-0.584, 2.149, -0.201], [0.545, 1.367, 1.401], [0.141, -2.243, -0.761], [-1.740, 1.274, -1.078], [1.895, 2.043, -1.069], [-1.376, 1.347, -0.051], [1.746, -1.461, -0.475], [0.744, -1.433, -0.962], [-2.126, 1.798, 0.635]]
}

no.,calculated total energy (eV)
1,-80315.3472
2,-8395.8186